ORCA calculation (ωB97M-V/def2-TZVPD) on C41H45N4O2SSn as an isolated structure.

Values from the calculation:
total charge = +1
E = -69960.993 eV
lowest unoccupied orbital energy (alpha / beta) = -5.9 / -5.5 eV
orbital gap (alpha / beta) = 0.167 / 0.182 Ha
relative energy (zero: lowest compared OMol25 entry of this formula, charge and spin) = 55.5 kcal per mole

The geometry in XYZ format:
```
94
C41H45N4O2SSn, DFT ωB97M-V/def2-TZVPD
Sn 12.331 10.925 9.426
C 13.773 16.497 9.622
C 14.029 15.163 10.352
C 13.687 15.369 11.856
C 15.433 14.545 10.116
C 16.578 15.334 9.839
C 17.752 14.762 9.374
C 17.741 13.341 9.072
C 16.721 12.506 9.521
C 16.852 11.062 9.287
C 16.477 10.875 7.774
C 18.209 10.458 9.674
C 15.534 13.141 10.052
N 14.583 12.349 10.694
C 14.794 12.063 12.035
O 15.548 12.651 12.894
C 13.992 10.943 12.549
C 14.459 10.383 13.738
C 13.835 9.302 14.269
C 12.667 8.822 13.602
C 12.315 9.394 12.385
N 12.959 10.466 11.876
C 10.991 9.001 11.780
O 10.233 8.258 12.384
N 10.779 9.462 10.519
C 9.867 8.653 9.754
C 10.313 7.426 9.224
C 9.395 6.683 8.555
C 8.092 6.990 8.436
C 7.614 8.082 9.118
C 8.430 8.934 9.840
C 7.780 10.159 10.487
C 6.992 9.856 11.763
C 6.780 10.756 9.551
C 11.747 6.995 9.165
C 12.415 7.105 7.670
C 11.832 5.548 9.719
H 12.708 16.640 9.239
H 14.367 16.611 8.690
H 14.004 17.386 10.180
H 13.409 14.382 9.967
H 14.249 16.226 12.308
H 13.955 14.466 12.497
H 12.635 15.684 11.909
H 16.514 16.409 10.074
H 18.691 15.283 9.171
H 18.545 12.854 8.434
H 16.054 10.523 9.826
H 17.129 11.445 7.081
H 15.461 11.197 7.539
H 16.559 9.796 7.600
H 18.968 10.527 8.887
H 18.124 9.373 9.930
H 18.552 11.006 10.588
H 15.384 10.771 14.186
H 14.338 8.916 15.116
H 12.095 7.952 13.986
H 9.765 5.741 8.138
H 7.387 6.396 7.916
H 6.517 8.230 9.238
H 8.583 10.782 10.807
H 6.002 9.471 11.549
H 7.010 10.692 12.441
H 7.561 9.153 12.332
H 5.837 10.189 9.602
H 7.063 10.913 8.496
H 6.423 11.715 9.942
H 12.448 7.587 9.737
H 12.416 6.151 7.083
H 13.513 7.382 7.769
H 11.910 7.856 7.091
H 11.346 4.814 9.092
H 11.344 5.486 10.692
H 12.933 5.298 9.823
C 11.068 13.156 11.763
C 10.333 13.386 10.468
C 9.491 14.548 10.459
C 8.651 14.664 9.377
C 8.838 13.913 8.186
C 7.906 13.905 7.137
C 8.111 13.212 5.973
C 9.194 12.325 5.921
C 10.035 12.048 7.041
S 11.191 10.789 6.941
C 9.842 12.874 8.262
N 10.707 12.713 9.380
H 11.021 14.063 12.326
H 12.104 12.908 11.573
H 10.621 12.318 12.365
H 9.418 15.141 11.407
H 8.002 15.521 9.418
H 7.018 14.583 7.266
H 7.390 13.184 5.207
H 9.467 11.761 5.007
```